1.
The molecule C3H7NO2 at a distorted geometry, computed with the ωB97M-V functional and the def2-TZVPD basis.

The geometry in XYZ format:
```
13
Properties=species:S:1:pos:R:3:lowdin_charge:R:1
C -0.880 1.433 0.229 -0.02
C -0.237 0.093 0.086 -0.27
N -0.912 -0.931 -0.150 -0.06
O -0.469 -2.201 -0.338 -0.19
C 1.252 -0.131 0.214 -0.20
O 1.779 -0.846 -0.877 -0.06
H -1.970 1.373 0.140 0.08
H -0.638 1.874 1.205 0.09
H -0.505 2.120 -0.541 0.09
H -1.842 -1.327 -0.477 0.21
H 1.439 -0.640 1.177 0.13
H 1.763 0.838 0.250 0.13
H 1.220 -1.653 -0.919 0.06
```

Output
2S+1	1
net charge	0
maximum force	5.99	eV Å⁻¹
HOMO	-9.13	eV
LUMO energy	0.02718	hartree

=====

2.
The molecule C3H7NO2, computed with the ωB97M-V functional and the def2-TZVPD basis.

The geometry in XYZ format:
```
13
Properties=species:S:1:pos:R:3:lowdin_charge:R:1
C 2.267 0.132 -0.049 -0.05
O 1.009 -0.478 0.233 -0.04
C -0.057 0.330 0.181 -0.50
O -0.005 1.499 -0.127 0.10
C -1.342 -0.389 0.537 -0.19
N -2.357 -0.287 -0.502 0.01
H 2.967 -0.690 -0.188 0.09
H 2.579 0.756 0.792 0.10
H 2.213 0.748 -0.949 0.09
H -1.701 0.069 1.468 0.12
H -1.137 -1.439 0.751 0.12
H -2.329 0.657 -0.882 0.07
H -2.108 -0.908 -1.266 0.07
```

Output
2S+1	1
net charge	0
maximum force	0.48	eV Å⁻¹
HOMO	-9.69	eV
LUMO energy	0.03224	hartree

=====

3.
A cluster of 2 separate species, C3H7NO2 in total, computed with the ωB97M-V functional and the def2-TZVPD basis.

The geometry in XYZ format:
```
13
Properties=species:S:1:pos:R:3:lowdin_charge:R:1
O 0.088 0.420 -1.425 0.00
C 1.097 0.089 -0.857 -0.31
C 1.735 -1.272 -1.026 -0.04
H 1.618 0.798 -0.193 0.12
H 2.077 -1.362 -2.057 0.08
H 2.546 -1.414 -0.319 0.07
H 0.957 -2.017 -0.858 0.09
C -1.388 0.654 1.676 -0.41
N -2.049 0.864 0.513 0.13
O -0.280 0.163 1.780 -0.01
H -1.980 0.908 2.563 0.12
H -2.865 1.441 0.556 0.09
H -1.557 0.726 -0.353 0.06
```

Output
2S+1	1
net charge	0
maximum force	0.69	eV Å⁻¹
HOMO	-9.87	eV
LUMO energy	0.03822	hartree

=====

4.
The molecule C3H7NO2 at a distorted geometry, computed with the ωB97M-V functional and the def2-TZVPD basis.

The geometry in XYZ format:
```
13
Properties=species:S:1:pos:R:3:lowdin_charge:R:1
C -0.106 -0.157 -0.221 -0.34
C -0.374 -0.009 -1.692 -0.04
C 0.212 1.116 0.512 -0.04
O 0.449 -1.334 0.028 -0.05
N 0.714 -1.878 1.191 -0.04
O 0.252 -1.067 2.198 -0.10
H -0.743 -1.197 2.147 0.13
H -1.286 0.571 -1.851 0.08
H -0.657 1.783 0.493 0.09
H 0.440 0.520 -2.197 0.08
H -0.471 -0.978 -2.176 0.08
H 1.044 1.626 0.024 0.09
H 0.526 1.004 1.545 0.07
```

Output
2S+1	1
net charge	0
maximum force	1.45	eV Å⁻¹
HOMO (alpha / beta)	-8.58 / -7.70	eV
LUMO energy (alpha / beta)	0.01630 / 0.02285	hartree

=====

5.
The molecule C3H7NO2 at a distorted geometry, computed with the ωB97M-V functional and the def2-TZVPD basis.

The geometry in XYZ format:
```
13
Properties=species:S:1:pos:R:3:lowdin_charge:R:1
N 0.404 0.252 -1.738 0.16
C 0.947 -0.512 -0.745 -0.57
O 1.552 -1.519 -1.026 0.04
C 0.730 -0.175 0.729 -0.08
C -0.815 -0.062 1.053 -0.24
O -1.354 1.110 0.467 -0.09
H 0.043 1.136 -1.458 0.08
H 0.557 0.119 -2.735 0.12
H 1.448 0.647 0.974 0.13
H 1.080 -1.057 1.293 0.12
H -1.369 -0.981 0.723 0.14
H -0.922 0.034 2.138 0.10
H -2.302 1.007 0.325 0.09
```

Output
2S+1	1
net charge	0
maximum force	1.26	eV Å⁻¹
HOMO	-9.43	eV
LUMO energy	0.02691	hartree

=====

6.
The molecule C3H7NO2 at a distorted geometry, computed with the ωB97M-V functional and the def2-TZVPD basis.

The geometry in XYZ format:
```
13
Properties=species:S:1:pos:R:3:lowdin_charge:R:1
C 2.280 0.047 0.361 -0.14
C -1.133 -0.105 0.024 -0.50
C -1.004 1.374 0.001 0.00
H 2.747 -0.992 0.989 0.14
H 1.915 0.869 1.274 0.13
H 3.268 0.560 -0.186 0.11
H 0.078 -1.810 -0.029 0.16
H -0.083 1.860 -0.735 0.18
H -2.138 1.753 0.029 0.14
H -0.829 1.712 0.852 -0.04
N 0.185 -0.774 -0.065 -0.02
O 1.211 -0.034 -0.644 -0.24
O -2.100 -0.770 0.136 0.10
```

Output
2S+1	1
net charge	0
maximum force	8.76	eV Å⁻¹
HOMO	-9.53	eV
LUMO energy	0.02893	hartree

=====

7.
The molecule C3H7NO2, computed with the ωB97M-V functional and the def2-TZVPD basis.

The geometry in XYZ format:
```
13
Properties=species:S:1:pos:R:3:lowdin_charge:R:1
N -0.900 -1.265 -0.535 0.15
C -1.154 0.088 -0.574 -0.53
O -2.224 0.530 -0.942 0.05
C -0.032 1.005 -0.099 -0.09
C 1.224 0.338 0.448 -0.29
O 0.992 -0.400 1.627 -0.06
H -1.579 -1.862 -0.984 0.11
H 0.049 -1.602 -0.540 0.09
H -0.461 1.646 0.679 0.13
H 0.210 1.658 -0.947 0.13
H 1.710 -0.280 -0.327 0.11
H 1.943 1.116 0.709 0.12
H 0.223 -0.971 1.484 0.07
```

Output
2S+1	1
net charge	0
maximum force	0.41	eV Å⁻¹
HOMO	-10.07	eV
LUMO energy	0.02640	hartree

=====

8.
A structure of composition C3H7NO2, computed with the ωB97M-V functional and the def2-TZVPD basis.

The geometry in XYZ format:
```
13
Properties=species:S:1:pos:R:3:lowdin_charge:R:1
C 0.163 -0.839 1.275 -0.07
C -0.210 -1.181 -0.156 -0.23
O -0.705 -0.050 -0.884 -0.11
C 0.391 1.107 -1.133 -0.54
O 1.417 0.838 -1.678 0.12
N -0.341 2.007 -0.538 0.10
H -0.696 -0.437 1.823 0.08
H 0.972 -0.102 1.309 0.08
H 0.505 -1.741 1.791 0.08
H 0.657 -1.540 -0.721 0.12
H -0.996 -1.940 -0.200 0.12
H -0.036 2.971 -0.542 0.09
H -1.123 0.908 -0.347 0.16
```

Output
2S+1	1
net charge	0
maximum force	0.70	eV Å⁻¹
HOMO	-10.16	eV
LUMO energy	0.03405	hartree

=====

> Which value of net charge does entry 4 give?

0